Density functional theory data (wB97M-V/def2-TZVPD) for C2H6NO2P as an isolated structure in a non-equilibrium geometry.

## Properties
- HOMO energy (eV) = -8.3
- lowest unoccupied orbital energy (hartree) = 0.0254
- Kohn-Sham gap (Eh) = 0.331

Geometry (Å):
P1 0.1087 0.5703 -0.9782
O1 0.6213 1.2526 0.4456
O2 0.8111 0.6279 -2.2549
N1 1.1164 -1.4304 -0.4008
C1 -0.6771 0.9473 1.0678
C2 -1.3011 0.3118 -0.1080
H1 1.4251 -1.1536 0.5844
H2 -0.5132 0.4901 2.0663
H3 1.7981 -1.9729 -0.9203
H4 -1.2304 1.9256 1.3417
H5 0.1441 -1.7684 -0.3704
H6 -2.3029 0.1997 -0.4732